# 1
Formula: C2H4ClNO
Source: the OMol25 dataset
Level of theory: wB97M-V/def2-TZVPD

Output
Structure (SMILES): [H]/N=C(\Cl)OC
LUMO level (eV): 0.852
Energy above the lowest of the compared OMol25 structures with the same formula, charge and spin (eV): 1.094
HOMO energy (eV): -10.77
Net charge: 0

Each line ends with the Löwdin charge.
CARTESIAN COORDINATES (ANGSTROEM)
C1 -0.7692 1.0323 -1.0610  -0.7787
C2 0.8354 0.0262 0.3166  -0.0671
N1 -1.7545 0.2766 -0.9262  0.1298
O1 0.4441 1.0822 -0.5227  -0.1528
Cl1 -0.7997 2.6627 -1.9767  0.5463
H1 0.9523 0.2556 1.3703  0.0968
H2 1.7738 -0.3932 -0.0164  0.0871
H3 0.1581 -0.8060 0.1135  0.0842
H4 -2.5988 0.6634 -1.3047  0.0544

---

# 2
Formula: C2H4ClNO
Source: the OMol25 dataset
Level of theory: wB97M-V/def2-TZVPD

Output
LUMO level (alpha / beta) (eV): -0.400 / -0.490
Energy above the lowest of the compared OMol25 structures with the same formula, charge and spin (eV): 0.420
Spin multiplicity: 3
HOMO energy (alpha / beta) (eV): -8.00 / -11.14
Net charge: 0

Each line ends with the Löwdin spin population.
CARTESIAN COORDINATES (ANGSTROEM)
C1 -0.0611 0.3252 0.0779  0.0772
C2 -0.6897 -1.0373 0.2414  0.5838
N1 1.0802 -1.8583 2.0893  0.6836
O1 0.1903 -1.9529 2.8911  0.4121
Cl1 -1.8873 -1.3523 1.2788  0.1723
H1 -0.4003 0.6856 -0.9758  0.0287
H2 -0.4428 1.0401 0.7525  0.0012
H3 0.9546 0.3455 0.3663  0.0129
H4 -0.0346 -1.8117 -0.0285  0.0283

---

# 3
Formula: C2H4ClNO2
Source: the OMol25 dataset
Level of theory: wB97M-V/def2-TZVPD

Output
Structure (SMILES): CO/[N+]([O-])=C/Cl
LUMO level (eV): 0.835
Energy above the lowest of the compared OMol25 structures with the same formula, charge and spin (eV): 4.472
HOMO energy (eV): -9.02
Net charge: 0

Each line ends with the Löwdin charge.
CARTESIAN COORDINATES (ANGSTROEM)
C1 -0.3991 1.5152 0.1488  -0.1523
C2 0.8075 -1.5924 0.0594  -0.5830
N1 -0.1173 -0.7110 -0.0219  -0.3386
O1 -1.0809 -0.6996 -0.8263  -0.0344
O2 0.1335 0.4404 0.7372  -0.0566
Cl1 0.7153 -3.0599 -0.6895  0.7517
H1 -1.5225 1.6794 0.2056  0.1138
H2 -0.0875 1.6071 -1.0281  0.1560
H3 -0.0050 2.3404 0.5777  0.0457
H4 1.5561 -1.5196 0.8371  0.0978

---

- Which value of energy above the lowest of the compared OMol25 structures with the same formula, charge and spin does entry 2 give?
  0.420 eV

---

Copy entry 1 word for word.
Formula: C2H4ClNO
Source: the OMol25 dataset
Level of theory: wB97M-V/def2-TZVPD

Output
Structure (SMILES): [H]/N=C(\Cl)OC
LUMO level (eV): 0.852
Energy above the lowest of the compared OMol25 structures with the same formula, charge and spin (eV): 1.094
HOMO energy (eV): -10.77
Net charge: 0

Each line ends with the Löwdin charge.
CARTESIAN COORDINATES (ANGSTROEM)
C1 -0.7692 1.0323 -1.0610  -0.7787
C2 0.8354 0.0262 0.3166  -0.0671
N1 -1.7545 0.2766 -0.9262  0.1298
O1 0.4441 1.0822 -0.5227  -0.1528
Cl1 -0.7997 2.6627 -1.9767  0.5463
H1 0.9523 0.2556 1.3703  0.0968
H2 1.7738 -0.3932 -0.0164  0.0871
H3 0.1581 -0.8060 0.1135  0.0842
H4 -2.5988 0.6634 -1.3047  0.0544

---

- Number 3 is which compound?
  C2H4ClNO2